# 1
This record from OMol25 describes C32H41IrN3O as an isolated structure. The level of theory is wB97M-V/def2-TZVPD.

Geometry as XYZ:
```
78
Properties=species:S:1:pos:R:3
C -3.67 -1.48 -1.35
H 2.17 2.54 -3.53
C -0.06 -6.71 -3.41
C 0.41 -1.24 1.63
C -0.49 -1.67 -3.61
C -0.53 -2.15 2.36
C 1.32 -2.96 -0.14
H 3.14 0.59 -1.40
H -1.34 -0.97 -3.66
C 0.72 0.13 1.98
C 0.76 1.07 -2.80
H 0.99 -6.58 -3.72
H -4.67 0.32 -0.47
C -1.42 4.61 0.82
H -4.10 -4.29 -0.39
H -0.30 0.83 -3.01
C -1.76 -3.05 -1.88
H -0.74 3.11 -3.02
H 0.29 -1.17 -3.00
H 3.18 2.03 1.76
H 0.36 -3.50 -0.08
H 0.79 2.27 -4.67
H -2.62 2.15 -1.86
C -1.53 -5.45 -1.78
H 1.57 2.74 1.42
H -1.42 -1.61 2.72
C -3.80 -0.29 -0.68
H -2.88 -3.47 0.60
H -0.19 1.91 2.80
C -2.28 4.24 -1.39
H 1.55 0.35 -3.13
H 1.76 3.28 -1.36
H 1.59 -2.90 -1.20
H 0.36 -4.16 -4.30
N -2.30 -1.83 -1.35
H -0.04 -2.60 3.25
H -0.87 -2.97 1.71
C 3.07 -0.41 -0.94
C 1.69 0.63 1.05
C -1.76 1.01 0.53
H -0.62 -7.05 -4.30
H -0.71 0.39 3.58
O 0.88 1.38 -1.43
C -2.29 2.88 -1.11
C 2.30 2.00 1.08
C 0.76 2.82 -1.40
Ir 0.00 0.00 0.00
H -2.89 -5.26 0.49
C 0.15 0.91 3.13
H -0.09 -1.82 -4.62
C 2.02 -0.46 0.14
C -0.33 -4.19 -3.45
H 0.27 3.25 -0.55
C -1.59 -0.86 -0.69
H 2.65 2.30 0.08
C -0.65 -5.43 -2.86
H -1.06 5.28 1.61
H 4.07 -0.65 -0.52
H 2.08 -3.58 0.37
H 0.55 4.36 -3.01
C -1.85 2.43 0.16
H -4.41 -2.10 -1.85
N -2.50 0.05 -0.29
C 1.08 2.32 -3.60
N -1.43 3.31 1.11
C -2.11 -4.27 -1.27
H 2.86 -1.14 -1.74
H -2.62 4.60 -2.37
C 0.32 3.30 -2.79
C 1.23 -1.60 0.48
C -1.83 5.14 -0.41
H 0.92 1.03 3.92
H -1.81 6.22 -0.59
C -0.88 -2.99 -2.98
H -0.10 -7.52 -2.66
H -1.78 -6.40 -1.30
C -3.04 -4.32 -0.08
H -1.97 0.85 1.60
```

Maximum force, eV Å⁻¹: 4.10
E_HOMO (alpha / beta), eV: -0.14 / -4.72
Net charge: -1
Kohn-Sham gap (alpha / beta), hartree: 0.09269 / 0.20239
Electronic energy, eV: -43198.6973
Multiplicity: 5

=====

# 2
This record from OMol25 describes one molecule with the formula C4H9F2N. The level of theory is wB97M-V/def2-TZVPD.

Geometry as XYZ:
```
16
Properties=species:S:1:pos:R:3
C 1.23 0.16 1.66
F 1.95 0.85 -0.67
H 1.33 -0.96 1.41
H 0.03 0.81 -2.41
C -0.77 -0.96 -0.03
H -1.01 -1.10 0.95
H 2.06 0.67 2.18
H 0.00 -1.68 -0.14
H -1.62 0.80 -1.87
N -0.28 0.40 -0.26
H -1.66 -1.12 -0.67
F 0.79 2.23 0.58
H 0.41 0.10 2.33
H -0.56 2.12 -1.50
C 0.80 0.86 0.36
C -0.61 0.98 -1.52
```

Maximum force, eV Å⁻¹: 3.67
E_HOMO, eV: -9.53
SMILES string: CN(C)C(C)(F)F
Net charge: 0
Kohn-Sham gap, hartree: 0.38177
Electronic energy, eV: -11218.2473
Energy above the lowest of the compared OMol25 structures with the same formula, charge and spin, eV: 0.615
Multiplicity: 1

=====

# 3
This record from OMol25 describes C35H58N3OP2Re as an isolated structure. The level of theory is wB97M-V/def2-TZVPD.

Geometry as XYZ:
```
100
Properties=species:S:1:pos:R:3
Re -0.02 0.07 -0.01
H 4.48 -1.42 1.36
H -2.60 -1.29 2.50
C -1.57 2.14 -4.58
C -3.21 1.82 -0.05
C 3.27 0.95 -1.65
H -1.47 0.88 2.84
H -4.20 1.66 -2.55
H 5.40 -0.15 0.53
H -1.75 1.10 -4.86
H -0.20 4.45 -4.19
H 1.77 2.48 -1.95
H -5.22 0.01 0.65
H 4.40 2.38 0.66
P 2.29 0.17 -0.14
C -2.19 -3.47 0.67
C -3.64 0.54 -0.79
H -1.62 2.75 -5.50
H -0.92 3.93 -2.65
H 3.38 0.35 3.54
N 0.26 -1.93 -1.10
H -2.21 2.16 -0.37
C -0.42 -3.64 -2.60
N -0.13 0.85 -1.68
H -3.93 2.63 -0.30
H 3.05 2.97 -0.82
H 3.55 -1.96 -0.52
H 2.78 -4.11 -1.51
H -2.44 -4.07 1.55
C -0.26 -0.79 3.44
H 0.87 -2.44 4.27
C -0.11 3.73 -3.36
H -2.30 -4.11 -0.21
H 5.22 1.25 -2.48
C 2.85 2.41 -1.74
C -4.44 -2.79 -0.06
H -2.38 2.50 -3.93
C -0.06 1.29 -2.78
C -0.21 2.30 -3.90
H -4.34 -2.95 -1.14
H -5.31 -2.16 0.13
C 4.73 -0.35 1.37
C 0.88 2.05 -4.94
C 0.02 1.73 0.92
C -5.09 0.23 -0.42
H -0.76 0.42 7.08
C -2.00 -1.73 -1.97
N -0.06 -1.27 2.08
H 0.75 2.72 -5.80
H 0.78 -1.85 2.04
C 0.11 -1.09 5.80
C 3.45 0.51 1.39
C -3.48 -1.72 2.00
H -1.75 1.71 5.19
C -0.67 -2.46 -1.90
H -5.51 -0.59 -1.02
H -3.84 -2.56 2.62
H 3.43 0.62 -3.78
H -1.12 -3.21 0.72
H 2.50 -0.94 2.72
H -1.21 -4.04 -3.22
C 2.54 -1.55 -0.57
H 0.55 -1.65 6.62
C 2.73 0.13 2.68
H -3.21 1.68 1.04
H 0.85 3.91 -2.87
C -1.02 0.35 3.68
C 3.77 2.01 1.47
C 0.81 -4.29 -2.40
C -3.15 -2.25 0.59
O 0.09 2.79 1.43
H 3.18 -0.88 -2.85
C 0.29 -1.54 4.49
C -3.57 0.79 -2.30
C 1.55 -2.41 -1.08
H -3.95 -0.06 -2.89
H 4.31 2.20 2.42
H 1.82 0.22 -3.14
P -2.34 -0.80 -0.38
H -2.81 -2.44 -2.18
H 5.23 1.40 -0.73
H -0.81 -1.94 1.88
H 0.83 1.01 -5.30
H -5.69 1.12 -0.64
C 2.90 0.18 -2.92
C -0.62 0.07 6.05
H -4.26 -0.96 1.98
H -2.54 1.02 -2.60
H -1.98 -1.02 -2.81
H 1.88 2.22 -4.52
H 3.39 2.90 -2.57
H 0.98 -5.25 -2.88
C -1.18 0.79 5.00
H 5.30 -0.13 2.28
H 1.80 0.69 2.82
C 1.79 -3.69 -1.64
H -4.66 -3.77 0.39
H 2.84 2.60 1.50
H 5.12 -0.21 -1.50
C 4.79 0.84 -1.55
```

Maximum force, eV Å⁻¹: 7.27
E_HOMO (alpha / beta), eV: -16.56 / -16.56
Net charge: +3
Kohn-Sham gap (alpha / beta), hartree: 0.28600 / 0.17767
Electronic energy, eV: -64436.5541
Energy above the lowest of the compared OMol25 structures with the same formula, charge and spin, eV: 1.037
Multiplicity: 4

=====

# 4
This record from OMol25 describes a 7-piece molecular cluster, C33H59IN5O13 overall. The level of theory is wB97M-V/def2-TZVPD.

Geometry as XYZ:
```
111
Properties=species:S:1:pos:R:3
H 6.84 -0.12 -3.87
H 1.52 -3.67 4.00
C -8.33 2.74 -2.80
H 9.49 0.32 0.18
C 1.14 -5.75 4.52
C 0.46 -3.76 -2.57
O -6.68 4.68 2.22
H -1.76 -2.48 4.20
O 4.63 1.29 -3.08
O -7.20 2.05 -3.04
N 1.01 4.19 -1.65
H -3.97 -5.64 4.06
C 9.38 0.89 2.23
O -1.72 -3.71 1.97
H 2.22 -4.85 2.91
H 2.36 2.49 -3.94
H 5.62 1.93 -4.80
H -9.21 2.47 -0.87
C 2.13 2.17 -0.74
H 1.18 4.37 -0.64
H -7.71 3.45 -0.83
H 0.27 -5.59 5.15
H -6.48 -0.10 -1.62
H 11.23 3.13 1.56
H -5.61 -9.09 3.79
C -6.11 1.96 -2.12
C -6.32 0.85 -1.11
H -5.91 2.92 -1.64
H 10.03 4.16 2.38
C -4.83 -9.38 3.08
C -1.55 -1.43 -1.79
N 1.16 -2.62 -3.06
O -2.84 -8.00 3.56
C -6.80 6.80 1.19
C 10.50 3.91 1.42
H 2.72 1.28 -1.13
C 0.82 -1.33 -2.98
H -9.18 4.15 -1.46
N 1.71 -0.33 -3.51
C 0.02 -4.69 -1.91
H 6.25 -0.40 -5.51
H -5.46 0.76 -0.47
H -3.10 7.65 -0.42
C -3.21 -7.02 2.58
C 1.47 3.02 -1.94
O 4.81 2.25 -1.09
N -0.21 0.52 -2.56
H 11.04 4.78 1.06
H 7.07 3.13 -1.85
H -5.13 6.24 -0.89
H -2.21 -1.83 -2.63
C -0.90 -3.88 2.86
H -7.88 6.68 1.22
H 10.84 1.30 0.67
O -3.01 -10.02 4.45
C -6.17 5.46 1.46
O -9.14 2.91 -3.68
H 8.30 0.74 2.31
H 9.89 0.00 2.60
C 1.00 0.85 -3.18
H -3.70 5.26 -0.68
H 9.63 1.73 2.89
O -4.98 5.17 0.90
H 1.26 1.76 -0.13
H 0.99 -6.70 4.00
H 2.02 -5.85 5.17
H -2.84 6.76 1.10
H 0.51 2.87 -3.99
C -1.18 -3.40 4.26
C 9.77 1.17 0.80
H -4.24 7.81 0.92
C 1.34 -4.63 3.52
H -4.94 -10.44 2.84
C -4.38 5.94 -0.16
H -2.31 -6.43 2.39
C 5.94 -0.20 -4.48
C -3.59 7.11 0.39
H 5.38 -1.06 -4.10
N -0.36 -0.83 -2.40
H -4.53 -5.32 2.40
H -6.56 7.21 0.22
H -0.84 1.28 -2.30
C 6.80 2.20 -2.35
H -3.49 -7.48 1.64
O -3.19 0.42 -1.47
H -4.95 -8.84 2.15
H -5.22 1.73 -2.72
H -1.76 -4.16 4.78
C -3.48 -9.18 3.73
H -6.50 7.50 1.97
C 5.34 1.95 -2.13
H -0.27 -5.57 -1.26
I -2.37 -0.54 1.22
O 9.04 2.29 0.28
C -2.45 -0.42 -0.95
H 4.21 0.93 -5.03
C 1.36 2.37 -3.40
O 0.23 -4.56 2.61
C 5.10 1.06 -4.41
H -0.28 -3.17 4.82
H -7.20 1.03 -0.50
H 7.38 1.38 -1.92
C -4.29 -6.10 3.12
H 2.84 2.80 -0.12
H -5.21 -6.65 3.34
C -8.61 3.22 -1.40
C 9.42 3.58 0.42
O 8.85 4.45 -0.19
H 7.07 2.34 -3.40
H 2.06 -2.82 -3.55
H -1.33 -2.33 -1.13
```

Maximum force, eV Å⁻¹: 5.24
E_HOMO, eV: -11.42
Net charge: +1
Kohn-Sham gap, hartree: 0.29750
Electronic energy, eV: -77335.4281
Multiplicity: 1

=====

What is the formula in the third record? C35H58N3OP2Re